The following is a quantum chemistry calculation of a cluster of 7 separate species, C47H56BrF6IN2O22Si in total in a non-equilibrium geometry, from the Open Molecules 2025 dataset.

Geometry as ORCA input:
```
! wB97M-V def2-TZVPD RIJCOSX def2/J DEFGRID3
* xyz 0 1
I 1.115 1.327 -1.998
Br -6.198 5.006 2.379
Si 3.141 -3.822 -0.370
F 4.552 5.347 -0.416
F 2.858 -9.165 -0.894
F 3.566 2.650 -3.676
F 6.985 -0.742 6.003
F 1.563 6.451 -4.026
F -3.471 -2.208 6.833
O 8.176 -4.154 3.447
O 2.707 3.050 -6.617
O -4.545 -0.732 3.181
O 7.976 -2.287 4.707
O 6.973 2.313 -3.671
O 2.872 -9.354 -4.314
O -2.473 -3.744 5.531
O 4.919 3.085 2.133
O 3.682 4.087 3.741
O 2.530 4.911 -5.344
O 2.015 -8.071 -2.667
O -2.543 5.922 -3.815
O 1.785 -7.438 -4.826
O 0.673 3.937 -6.177
O 6.134 -3.272 3.856
O -4.313 -4.729 4.674
O 7.355 2.112 -1.451
O 4.028 5.124 1.759
O 5.266 2.532 -2.213
O -2.268 -5.606 4.261
O 2.183 -2.365 -0.352
O -3.082 3.783 2.300
N -2.146 5.443 -1.541
N -4.226 1.647 2.709
C 4.901 -3.457 -1.049
C 2.032 3.888 -6.093
C -3.862 -2.675 0.249
C 6.601 2.299 -2.362
C -2.954 -4.772 4.777
C -6.433 -2.922 -1.606
C 3.322 -4.550 1.398
C -2.519 -2.465 1.132
C 6.916 -1.357 4.799
C -0.459 0.850 -0.568
C 5.779 2.431 -4.434
C -2.321 4.119 -0.850
C 3.285 -9.920 -3.079
C -5.185 -2.156 -2.107
C 7.493 -3.317 3.958
C -3.538 -2.819 5.625
C 2.188 -8.214 -4.012
C -5.616 2.048 2.241
C -4.754 -3.682 5.527
C -6.373 -3.552 -0.187
C 0.833 -2.624 0.110
C 1.475 5.843 -5.233
C 4.837 3.056 -3.455
C -4.561 4.977 -2.763
C 0.252 4.984 -5.314
C -2.756 0.189 1.538
C 2.299 -9.341 -2.116
C -3.923 -2.052 -1.186
C -1.222 1.998 0.161
C -3.241 2.556 2.117
C -2.320 1.645 1.193
C -6.286 3.157 3.189
C 5.698 -2.219 4.705
C -2.028 -0.959 0.801
C -3.834 6.733 0.001
C 4.163 4.096 2.646
C -5.112 -3.446 0.738
C 2.319 -5.137 -1.525
C -0.896 -0.627 -0.224
C -7.851 2.856 3.456
C -2.356 6.605 -0.626
C 5.182 3.421 0.777
C -0.972 3.594 -0.074
C -3.047 5.482 -2.726
C 5.022 4.907 0.778
C -3.939 0.191 2.598
C -0.170 -1.865 -0.934
H -5.605 -3.154 5.095
H 3.854 -5.573 1.310
H 1.979 -6.013 -0.872
H 1.373 -9.915 -2.020
H -0.908 4.062 0.966
H 2.307 -4.670 1.917
H -8.355 2.721 2.431
H 6.185 3.110 0.483
H 0.563 -3.735 0.108
H 5.224 -4.402 -1.628
H -5.053 -4.101 6.493
H -3.037 -1.480 -1.640
H -3.449 -2.075 4.828
H 5.929 5.457 1.045
H -7.314 -4.107 0.157
H -5.270 5.668 -2.167
H -1.565 6.682 0.210
H 2.980 -5.453 -2.402
H -2.803 -2.536 2.237
H 7.007 -0.617 3.999
H -5.470 2.436 1.161
H -4.987 4.854 -3.819
H -5.160 -3.929 1.765
H 0.403 -1.526 -1.870
H 0.681 -2.130 1.131
H -4.627 3.926 -2.281
H -3.234 4.049 -0.168
H -6.223 1.065 2.249
H 5.454 1.439 -4.757
H 1.351 -4.664 -1.943
H -4.498 5.812 -0.154
H -0.036 4.563 -4.347
H -0.018 3.801 -0.663
H 5.628 -3.280 -0.167
H -5.794 3.243 4.222
H 4.456 2.918 0.132
H 4.906 -2.541 -1.740
H 4.313 -9.614 -2.865
H 4.877 4.149 -3.427
H 3.244 -11.010 -3.114
H 5.935 3.053 -5.316
H -0.603 5.517 -5.732
H -1.714 -3.213 0.811
H -5.170 -1.646 -3.131
H 4.847 -1.691 4.271
H -8.307 3.816 3.900
H -0.985 -2.585 -1.284
H -2.192 7.552 -1.272
H 5.398 -2.633 5.672
H -8.023 1.978 4.163
H -7.338 -2.959 -2.295
H -4.384 7.703 -0.298
H 1.555 6.589 -6.029
H -3.697 6.817 1.148
H 3.998 -3.899 2.055
H -2.491 3.338 -1.689
*
```

The molar mass is 1349.84 g/mol. The calculation puts the HOMO-LUMO gap at 0.2729 hartree. Its calculated total energy is -7349.48611 Eh. Its SMILES is CCN(CCc1c(I)c(CCO[Si](C)(C)C)c(Cc2ccccc2)c2c1C(=O)N(C[C@H](C)Br)C2=O)C(C)=O.O=C1OC[C@@H](F)O1.O=C1OC[C@@H](F)O1.O=C1OC[C@@H](F)O1.O=C1OC[C@@H](F)O1.O=C1OC[C@@H](F)O1.O=C1OC[C@@H](F)O1. For the HOMO energy, the calculation gives -8.84 eV.

Here are the Löwdin charges for atoms 1 to 99, given in e: I 0.918; Br 0.630; Si 0.481; F 0.073; F 0.076; F 0.008; F 0.078; F 0.081; F 0.079; O 0.171; O 0.156; O 0.057; O 0.141; O 0.086; O 0.076; O 0.139; O 0.077; O 0.167; O 0.118; O 0.110; O 0.016; O 0.172; O 0.079; O 0.059; O 0.064; O 0.164; O 0.139; O 0.109; O 0.166; O -0.276; O 0.047; N -0.111; N -0.013; C -0.189; C -0.540; C -0.148; C -0.523; C -0.537; C -0.084; C -0.185; C -0.087; C -0.325; C -0.487; C -0.055; C -0.179; C -0.069; C -0.068; C -0.532; C -0.327; C -0.532; C -0.158; C -0.065; C -0.068; C -0.254; C -0.317; C -0.316; C -0.021; C -0.069; C 0.037; C -0.322; C -0.022; C -0.135; C -0.315; C 0.027; C -0.643; C -0.069; C -0.069; C -0.122; C -0.532; C -0.017; C -0.179; C -0.142; C -0.174; C -0.204; C -0.072; C -0.119; C -0.356; C -0.316; C -0.268; C -0.152; H 0.143; H 0.057; H 0.041; H 0.177; H 0.112; H 0.042; H 0.085; H 0.129; H 0.104; H 0.044; H 0.148; H 0.087; H 0.145; H 0.178; H 0.085; H 0.088; H 0.131; H 0.044; H 0.108

The following is a quantum chemistry calculation of a structure of composition C47H56Cl4N8O3STi in a non-equilibrium geometry, from the Open Molecules 2025 dataset.

Geometry as ORCA input:
```
! wB97M-V def2-TZVPD RIJCOSX def2/J DEFGRID3
* xyz -2 3
Ti -0.130 0.909 0.452
Cl -1.294 -3.217 -4.721
Cl 2.823 0.033 -3.427
Cl 1.516 -2.041 -5.391
Cl -2.708 -2.468 -2.067
S 0.827 -0.939 1.859
O 4.074 -5.345 2.050
O -1.092 -0.470 -0.414
O 0.991 0.710 -1.148
N -1.717 1.085 1.833
N -3.144 1.044 -1.107
N 0.882 -2.939 -0.463
N 2.770 0.872 1.411
N 1.758 1.627 0.930
N 4.902 -4.480 0.129
N 3.387 -1.064 2.495
N -0.278 2.960 0.242
C -1.336 5.024 -0.378
C -0.742 1.390 4.222
C 0.703 -1.588 -3.937
C 2.064 2.731 0.247
C -2.535 2.989 -2.914
C -3.984 1.076 -2.202
C 0.949 3.509 -0.112
C 0.434 2.172 3.643
C -0.535 -2.119 -3.628
C -1.353 3.745 0.141
C -0.124 5.526 -0.893
C -3.105 0.746 3.601
C -0.224 0.119 4.915
C 4.655 -0.528 2.910
C -3.874 0.677 2.462
C -1.186 -1.765 -2.442
C -1.800 1.040 3.190
C 4.797 -4.308 -1.298
C 6.813 -3.441 1.277
C -0.623 -0.865 -1.549
C -1.379 2.303 5.288
C -3.664 2.030 -3.201
C 5.337 -2.959 -1.782
C -6.862 -0.256 -0.703
C -5.487 1.268 -4.573
C 1.407 -5.087 1.195
C 3.480 3.075 -0.134
C -3.010 0.885 1.370
C -5.828 0.358 -3.595
C 2.483 -4.387 0.600
C -3.619 0.977 0.089
C -1.195 2.337 -3.247
C -4.401 2.102 -4.365
C -2.669 4.346 -3.602
C 2.120 -3.287 -0.203
C 0.114 -4.685 0.962
C 2.429 -0.283 1.903
C 1.278 -0.654 -3.079
C -0.112 -3.612 0.109
C 4.551 0.615 3.924
C 6.233 -4.708 0.649
C 0.612 -0.238 -1.934
C -5.107 0.232 -2.414
C 1.013 4.775 -0.743
C -5.965 -2.144 -2.060
C -5.614 -0.795 -1.420
C 3.838 -4.772 0.976
H 1.629 -5.926 1.841
H 5.164 -0.153 2.017
H 3.926 1.397 3.503
H -1.941 5.031 -3.172
H 4.107 0.268 4.854
H -4.835 -0.983 -0.678
H -1.049 -0.443 5.347
H -6.122 -2.889 -1.281
H -7.218 -0.974 0.036
H -1.110 -3.258 -0.094
H -6.646 0.682 -0.195
H 6.127 -3.079 2.038
H 5.363 -5.115 -1.796
H 0.283 -0.514 4.190
H 2.859 -2.620 -0.626
H -6.075 1.344 -5.481
H 3.010 -1.854 2.994
H -4.709 1.070 0.213
H -1.892 3.136 4.810
H -0.378 3.025 -3.042
H -0.093 6.487 -1.392
H -3.450 0.624 4.612
H -2.476 4.282 -4.671
H 4.148 2.360 0.341
H 0.098 3.111 3.195
H -0.722 -5.180 1.432
H -2.276 3.324 0.527
H 6.881 -5.063 -0.162
H -2.242 5.609 -0.433
H -6.876 -2.091 -2.653
H -7.666 -0.068 -1.416
H -2.546 3.168 -1.834
H 4.887 -2.147 -1.214
H 7.777 -3.648 1.739
H -3.664 4.762 -3.444
H 1.150 2.401 4.436
H 6.936 -2.660 0.532
H -1.069 1.454 -2.624
H 3.605 2.996 -1.215
H 3.749 -4.408 -1.583
H 6.419 -2.909 -1.664
H 3.752 4.085 0.174
H -0.599 2.703 5.937
H 6.165 -5.484 1.419
H 0.930 1.580 2.881
H -1.153 2.037 -4.293
H 5.238 -1.347 3.338
H 0.475 0.380 5.711
H -4.142 2.831 -5.121
H 5.540 1.021 4.128
H 5.095 -2.824 -2.834
H 1.966 5.140 -1.098
H -5.160 -2.487 -2.699
H -6.696 -0.267 -3.758
H -4.929 0.478 2.395
H -2.094 1.764 5.903
*
```

Its expectation value of S² is 2.026. The molar mass is 1002.76 g/mol. The calculation puts the HOMO-LUMO gap (spin up / spin down) at 0.1648 / 0.2171 hartree. Its calculated total energy is -5576.98102 Eh. For the HOMO energy (spin up / spin down), the calculation gives -0.37 / -1.80 eV.

Here are the Löwdin charges for atoms 1 to 99, given in e: Ti 0.816; Cl 0.613; Cl 0.656; Cl 0.604; Cl 0.773; S 0.791; O 0.022; O -0.206; O -0.153; N 0.018; N 0.113; N 0.087; N 0.005; N -0.157; N -0.070; N -0.037; N -0.006; C -0.120; C -0.533; C -0.736; C -0.286; C -0.369; C -0.154; C -0.235; C -0.055; C -0.727; C -0.152; C -0.122; C -0.075; C -0.069; C -0.280; C -0.064; C -0.609; C -0.256; C -0.225; C -0.065; C -0.430; C -0.073; C -0.129; C -0.073; C -0.072; C -0.104; C -0.008; C -0.030; C -0.294; C -0.070; C -0.109; C -0.108; C -0.024; C -0.057; C -0.079; C -0.097; C -0.051; C -0.761; C -0.627; C -0.132; C -0.097; C -0.219; C -0.413; C -0.138; C -0.042; C -0.111; C -0.397; C -0.386; H 0.110; H 0.103; H 0.053; H 0.056; H 0.064; H 0.107; H 0.074; H 0.075; H 0.072; H 0.075; H 0.062; H 0.059; H 0.117; H -0.005; H 0.113; H 0.086; H 0.100; H 0.105; H 0.085; H 0.082; H 0.087; H 0.086; H 0.067; H 0.054; H 0.091; H 0.099; H 0.106; H 0.115; H 0.088; H 0.062; H 0.072; H 0.094; H 0.071; H 0.068; H 0.077